(1)
C51H47N3O8P2S2Sr | ωB97M-V/def2-TZVPD

The geometry in ORCA input format:
```
! wB97M-V def2-TZVPD RIJCOSX def2/J DEFGRID3
* xyz 0 1
Sr 0.763 -0.784 0.985
S -5.094 -2.738 0.476
S 1.906 -1.620 3.435
P 1.051 1.567 -3.103
P -0.422 -0.677 -1.967
O 1.274 -2.438 2.414
O -0.476 0.039 -0.671
O 3.109 -2.176 3.990
O -5.681 -2.510 -0.817
O 1.724 1.333 -1.822
O -0.136 -2.573 -0.285
O -1.179 -1.771 1.488
O -5.871 -3.441 1.454
N 2.099 -0.201 2.741
N -3.710 -3.608 0.193
N 3.130 1.621 1.051
C -0.399 -0.577 4.530
C 0.551 3.308 -3.335
C 1.820 1.301 -5.832
C 2.014 -2.579 -4.566
C 1.156 -1.564 6.070
C -3.453 2.658 2.702
C -4.615 -1.150 1.156
C -3.060 -1.119 -2.661
C -3.150 0.736 1.143
C 4.253 1.740 5.031
C 2.955 0.722 3.254
C -3.883 1.324 2.168
C -2.935 -4.026 1.351
C -1.494 0.266 8.055
C -0.721 -0.315 6.910
C 1.063 -1.501 -2.629
C -3.524 -0.491 0.630
C 3.342 0.784 4.583
C 0.544 5.548 -2.468
C 4.551 3.487 0.575
C 0.758 -1.295 4.773
C -4.130 -1.848 -3.151
C -5.002 0.660 2.659
C -1.450 -4.087 1.019
C 3.359 0.568 -4.138
C 4.799 2.659 4.174
C 1.021 4.248 -2.428
C 3.981 0.454 -6.444
C 4.428 2.650 2.818
C -1.135 -0.098 5.600
C -3.974 -3.197 -3.427
C 2.754 0.987 -6.803
C 3.499 1.683 2.343
C -0.575 0.697 -3.212
C 4.281 0.235 -5.111
C -1.693 -3.097 -2.684
C -0.862 4.976 -4.330
C 4.949 3.567 1.881
C -0.885 -2.691 0.718
C 2.229 -1.748 -1.920
C 0.419 -1.079 7.136
C 2.124 1.092 -4.495
C 3.169 -2.839 -3.847
C -0.386 3.679 -4.292
C 3.273 -2.427 -2.527
C 3.645 2.478 0.206
C -5.366 -0.582 2.164
C -0.403 5.907 -3.411
C -1.832 -1.736 -2.442
C 0.965 -1.914 -3.957
C -2.766 -3.824 -3.174
H 0.056 -1.737 -4.517
H 0.740 -1.279 8.148
H -3.086 -3.325 2.182
H -1.606 5.257 -5.061
H -0.799 6.911 -3.427
H -4.805 -3.759 -3.823
H -3.451 3.399 1.902
H -5.083 -1.368 -3.313
H -0.834 0.483 8.892
H 5.659 4.315 2.211
H 2.531 1.164 -7.844
H -4.122 3.006 3.486
H 3.337 2.372 -0.823
H -1.307 1.405 -2.813
H -2.037 0.466 5.411
H -0.764 2.946 -4.990
H -3.159 -3.185 -0.538
H -3.302 -5.012 1.654
H 3.576 0.429 -3.089
H 4.529 1.747 6.075
H 2.059 -2.134 6.227
H -2.436 2.593 3.093
H 3.984 -3.370 -4.312
H 0.866 1.719 -6.113
H -6.220 -1.114 2.551
H 2.313 -1.395 -0.893
H -3.168 -0.063 -2.444
H -5.592 1.112 3.441
H 1.932 -2.894 -5.596
H 0.892 6.278 -1.752
H -0.857 0.405 -4.220
H -2.253 -0.439 8.397
H -2.651 -4.881 -3.368
H -1.992 1.184 7.754
H 2.935 0.069 5.280
H 4.916 4.181 -0.171
H -2.958 -0.931 -0.171
H 4.706 0.215 -7.207
H 4.176 -2.633 -1.971
H -2.272 1.228 0.743
H -0.890 -4.457 1.881
H 5.236 -0.185 -4.834
H 5.515 3.394 4.508
H -0.749 -3.577 -2.479
H 1.732 3.941 -1.676
H -1.265 -4.742 0.167
H -0.724 -0.396 3.515
*
```

Values from the calculation:
HOMO-LUMO gap = 7.7 eV

***

(2)
C51H49F2HfN5O5P2S2Te | ωB97M-V/def2-TZVPD

The geometry in ORCA input format:
```
! wB97M-V def2-TZVPD RIJCOSX def2/J DEFGRID3
* xyz 2 1
Hf 0.262 0.133 -0.233
Te 1.484 2.068 3.252
S -0.218 -5.182 -4.567
S 0.476 -1.861 2.615
P 2.292 1.767 -0.051
P -0.405 2.593 0.545
F -0.786 -0.994 -5.545
F 3.748 -0.848 -4.537
O 0.954 -5.988 -4.342
O -3.483 -5.197 -1.260
O 0.341 -0.598 1.711
O -4.088 -3.562 0.021
O -0.077 -3.741 -4.479
N -0.227 -2.275 -0.351
N -1.608 0.127 -1.530
N -0.860 -4.151 -1.332
N -3.272 -4.188 -0.618
N 3.762 6.253 4.397
C 2.207 -0.435 -2.819
C -2.206 1.569 2.457
C 3.055 4.841 -3.371
C 2.747 6.240 3.537
C 3.769 3.794 -1.327
C 4.408 0.044 0.460
C -0.752 -5.488 -1.934
C -2.810 0.432 -1.003
C 2.057 5.087 3.189
C -1.520 -0.233 -2.835
C -2.674 -0.246 -3.623
C -3.499 2.948 3.937
C 2.661 2.948 -1.375
C 0.152 6.243 -1.179
C -3.900 0.051 -3.064
C 0.305 5.128 -0.368
C -0.149 -0.487 -3.310
C 2.201 -1.843 3.073
C 0.176 -0.806 -4.627
C 1.542 -3.503 -1.615
C -2.945 4.082 3.364
C 6.304 0.580 1.833
C 0.897 -0.317 -2.370
C -0.005 -6.351 -7.040
C 1.761 3.049 -2.434
C 2.477 -0.740 -4.145
C 1.211 2.400 1.211
C -3.981 0.390 -1.718
C 3.963 4.737 -2.325
C 4.546 2.194 1.535
C -1.812 5.259 -2.170
C -2.027 3.962 2.331
C 1.476 -0.931 -5.070
C 0.159 -3.291 -1.128
C -1.546 -2.497 -0.045
C -0.276 -1.346 4.146
C -0.607 4.083 -0.452
C 1.955 3.998 -3.426
C -3.130 1.688 3.481
C -0.979 -5.613 -6.131
C -1.664 4.144 -1.361
C 5.628 -0.315 1.018
C -1.951 -3.626 -0.660
C 3.508 3.885 4.649
C 2.452 3.883 3.750
C 4.122 5.098 4.944
C -1.645 2.704 1.871
C 5.762 1.834 2.092
C 3.860 1.299 0.713
C -0.904 6.308 -2.077
C -1.417 -5.629 -3.302
H 3.870 2.973 5.107
H -1.020 7.176 -2.712
H -1.862 -6.212 -5.901
H 4.128 3.170 1.747
H 4.486 3.717 -0.522
H -1.312 -4.665 -6.553
H -2.820 0.742 0.033
H -1.186 -6.198 -1.237
H 1.249 4.074 -4.243
H 1.960 -4.427 -1.208
H 2.466 7.196 3.110
H 6.055 -1.288 0.808
H -1.350 -1.286 3.982
H 2.468 -0.851 3.438
H 6.289 2.535 2.726
H -2.149 -1.841 0.562
H -0.067 -2.129 4.877
H 0.121 -0.385 4.464
H 1.689 -1.180 -6.099
H 2.771 -2.094 2.179
H 7.258 0.305 2.263
H 1.149 5.051 0.309
H -2.282 -4.979 -3.417
H -3.232 5.063 3.719
H -1.606 4.850 1.876
H 1.562 -3.561 -2.703
H -4.224 3.043 4.734
H -1.900 0.582 2.124
H 1.228 5.138 2.493
H -3.575 0.807 3.925
H 2.357 -2.611 3.831
H 3.059 -0.263 -2.171
H 3.211 5.577 -4.149
H -1.730 -6.661 -3.454
H 0.311 -5.710 -2.027
H 0.905 2.385 -2.487
H -0.514 -6.607 -7.968
H -4.791 0.033 -3.679
H 3.889 -0.660 -0.183
H -2.365 3.320 -1.436
H -4.919 0.636 -1.244
H 4.947 5.133 5.646
H 4.827 5.387 -2.289
H 0.862 7.057 -1.118
H 0.351 -7.266 -6.574
H 0.856 -5.731 -7.282
H -2.603 -0.493 -4.668
H 2.164 -2.671 -1.297
H -2.632 5.313 -2.874
*
```

Values from the calculation:
HOMO-LUMO gap = 6.6 eV